Entry 1:
A structure of composition C25H30BBrF6N3O6PdS2Si at a distorted geometry. Source: the Open Molecules 2025 dataset; level of theory: ωB97M-V with the def2-TZVPD basis set.

Each line ends with the Löwdin charge.
Positions of all 76 atoms, in Å:
Pd: 0.084 0.058 -0.054  0.777
Br: -6.616 -2.121 2.132  0.695
C: -4.735 -2.060 1.818  -0.679
C: -4.188 -0.972 1.149  -0.113
C: -2.834 -0.940 0.929  -0.002
C: -1.983 -1.985 1.363  -0.280
C: -2.583 -3.071 2.043  -0.010
C: -3.942 -3.105 2.267  -0.140
N: -0.667 -1.836 1.079  0.061
C: 0.294 -2.689 1.411  -0.048
C: 1.630 -2.388 1.086  -0.238
C: 2.708 -3.287 1.318  -0.020
C: 3.980 -2.940 0.958  -0.071
C: 4.218 -1.680 0.380  -0.032
C: 3.138 -0.834 0.194  -0.111
N: 1.910 -1.174 0.526  0.067
H: -4.829 -0.170 0.807  0.104
H: -2.380 -0.096 0.398  0.097
H: -1.985 -3.897 2.395  0.100
H: -4.394 -3.942 2.785  0.098
H: 0.094 -3.635 1.917  0.124
H: 2.501 -4.248 1.767  0.105
H: 4.803 -3.625 1.113  0.102
H: 5.210 -1.382 0.093  0.098
H: 3.254 0.160 -0.224  0.115
F: 0.671 1.428 -4.414  0.107
C: -0.254 0.466 -4.234  -0.627
F: -1.404 1.075 -3.975  0.150
F: -0.363 -0.151 -5.413  0.119
S: 0.302 -0.700 -2.836  0.579
O: -0.814 -0.728 -1.934  -0.357
O: 1.516 -0.111 -2.365  -0.283
N: 0.552 -2.058 -3.569  -0.288
S: -0.805 -2.846 -3.818  0.585
O: -0.602 -3.980 -4.659  -0.279
O: -1.908 -1.985 -4.107  -0.280
C: -1.133 -3.584 -2.104  -0.646
F: -0.033 -3.475 -1.355  0.110
F: -1.411 -4.892 -2.196  0.118
F: -2.146 -3.024 -1.456  0.139
C: -1.094 2.663 5.223  -0.199
Si: 0.566 2.440 4.293  0.469
C: 1.396 4.153 4.044  -0.197
C: 1.721 1.355 5.366  -0.200
C: 0.311 1.641 2.651  -0.204
C: 0.244 1.069 1.582  -0.230
H: -0.970 3.149 6.187  0.013
H: -1.559 1.697 5.397  0.016
H: -1.789 3.258 4.638  0.016
H: 1.605 4.666 4.980  0.012
H: 0.763 4.802 3.447  0.012
H: 2.336 4.032 3.515  0.016
H: 1.926 1.792 6.340  0.013
H: 2.669 1.203 4.861  0.016
H: 1.278 0.378 5.526  0.015
C: 2.823 3.632 -2.262  -0.006
C: 1.826 3.765 -1.106  -0.460
C: 2.314 4.837 -0.133  -0.005
O: 1.798 2.508 -0.426  0.087
B: 0.633 1.858 -0.705  -0.755
O: -0.181 2.608 -1.517  0.089
C: 0.338 3.944 -1.572  -0.459
C: 0.183 4.539 -2.968  -0.008
C: -0.517 4.768 -0.595  -0.008
H: 3.776 3.314 -1.846  0.089
H: 2.959 4.573 -2.790  0.086
H: 2.491 2.860 -2.949  0.084
H: 3.364 4.667 0.094  0.086
H: 1.762 4.787 0.798  0.073
H: 2.201 5.822 -0.576  0.086
H: 0.666 3.924 -3.717  0.070
H: 0.610 5.541 -2.980  0.089
H: -0.872 4.606 -3.215  0.090
H: -0.434 4.365 0.411  0.089
H: -1.555 4.674 -0.908  0.092
H: -0.239 5.817 -0.602  0.081

Values from the calculation:
Gap between HOMO and LUMO, eV: 5.440
Total charge: -1
ΔE to the lowest compared entry with this formula, charge and spin, eV: 1.632
HOMO, Eh: -0.1588
Strongest force on any atom, Eh/bohr: 0.084



Entry 2:
A structure of composition C25H30Br2ClEuN7O4 at a distorted geometry. Source: the Open Molecules 2025 dataset; level of theory: ωB97M-V with the def2-TZVPD basis set.

Each line ends with the Mulliken spin population.
Positions of all 70 atoms, in Å:
Eu: 4.060 -17.071 -9.285  2.015
N: 6.717 -16.479 -8.281  -0.004
C: 7.809 -17.439 -8.196  -0.003
C: 8.490 -17.806 -9.586  0.001
C: 7.669 -17.603 -10.908  0.010
N: 6.467 -18.385 -10.948  -0.008
H: 7.000 -15.555 -8.670  0.003
H: 6.368 -16.390 -7.329  0.001
H: 7.506 -18.380 -7.766  0.002
H: 8.677 -17.135 -7.663  0.000
H: 8.942 -18.837 -9.469  0.000
H: 9.362 -17.162 -9.646  0.000
H: 8.364 -17.861 -11.715  0.000
H: 7.460 -16.536 -11.000  0.000
H: 6.617 -19.338 -10.641  0.002
H: 5.946 -18.352 -11.819  -0.002
Br: 6.267 -11.275 -13.135  0.007
C: 5.215 -12.408 -12.029  0.152
C: 5.128 -12.485 -10.655  0.106
C: 4.540 -13.620 -10.161  -0.020
N: 4.213 -14.766 -10.908  0.202
C: 4.255 -14.658 -12.239  0.366
C: 4.693 -13.440 -12.820  -0.038
C: 4.036 -15.801 -13.139  0.254
C: 4.607 -15.782 -14.475  0.425
C: 4.383 -16.882 -15.302  0.601
Br: 5.288 -16.893 -16.970  0.065
C: 3.600 -17.958 -14.831  -0.019
C: 3.330 -17.990 -13.508  0.520
N: 3.537 -16.928 -12.661  0.272
H: 5.416 -11.627 -10.011  0.016
H: 4.227 -13.698 -9.101  0.007
H: 4.615 -13.380 -13.933  -0.003
H: 5.312 -15.020 -14.697  0.041
H: 3.287 -18.727 -15.580  0.007
H: 2.919 -18.866 -12.997  0.031
C: 0.340 -14.082 -5.652  0.000
N: 1.676 -14.587 -5.959  0.000
C: 2.936 -14.251 -5.263  0.001
C: 3.917 -14.898 -6.276  0.002
O: 5.126 -14.986 -6.020  0.000
N: 3.236 -15.289 -7.426  -0.007
C: 1.912 -15.199 -7.144  0.000
N: 1.015 -15.670 -8.015  0.002
H: -0.335 -14.922 -5.407  0.000
H: -0.001 -13.518 -6.502  0.000
H: 0.300 -13.401 -4.784  0.000
H: 2.926 -14.691 -4.207  0.000
H: 3.075 -13.128 -5.194  0.000
H: 1.333 -16.487 -8.723  -0.005
H: 0.018 -15.570 -7.871  0.000
C: 1.054 -18.410 -10.238  0.004
O: 1.964 -17.405 -9.766  0.003
H: 1.683 -19.339 -10.352  0.000
H: 0.511 -18.121 -11.141  -0.001
H: 0.305 -18.509 -9.401  0.002
Cl: 4.511 -24.694 -5.022  0.096
C: 4.438 -23.210 -5.923  0.541
C: 4.921 -23.053 -7.180  -0.097
C: 4.698 -21.909 -7.944  0.470
C: 4.104 -20.801 -7.310  0.247
C: 3.647 -20.910 -5.965  0.029
C: 3.788 -22.101 -5.293  0.240
C: 4.132 -19.499 -8.099  0.236
O: 4.417 -19.479 -9.321  0.068
O: 3.859 -18.447 -7.408  0.062
H: 5.567 -23.860 -7.566  -0.001
H: 5.073 -21.790 -8.963  0.065
H: 3.245 -20.012 -5.479  0.023
H: 3.390 -22.282 -4.270  0.014

Values from the calculation:
Gap between HOMO and LUMO (spin up / spin down), eV: 4.624 / 4.878
Total charge: 0
ΔE to the lowest compared entry with this formula, charge and spin, eV: 11.666
2S+1: 8
HOMO (spin up / spin down), Eh: -0.1642 / -0.3032
Strongest force on any atom, Eh/bohr: 0.089



Entry 3:
A structure of composition C25H30BrO3PSr at a distorted geometry. Source: the Open Molecules 2025 dataset; level of theory: ωB97M-V with the def2-TZVPD basis set.

Each line ends with the Löwdin charge.
Positions of all 61 atoms, in Å:
C: 1.735 2.924 2.395  -0.106
C: 2.627 3.523 1.297  -0.258
C: 2.575 2.771 -0.039  -0.211
C: 2.989 1.276 0.056  -0.201
C: 4.466 0.994 -0.293  -0.196
C: 4.668 0.131 -1.553  -0.197
C: 3.714 -1.081 -1.679  -0.207
C: 3.464 -1.872 -0.366  -0.170
C: 1.948 -2.193 -0.197  -0.183
C: 1.350 -1.668 1.150  -0.167
C: 0.149 -0.732 0.899  -0.137
C: -1.176 -1.448 0.701  -0.108
C: -1.293 -2.804 0.461  -0.012
C: -2.524 -3.392 0.265  -0.389
P: -2.553 -5.217 -0.079  0.523
O: -1.199 -5.387 -0.988  -0.354
Br: -2.200 -6.206 1.890  0.305
C: -3.687 -2.677 0.288  -0.035
C: -3.595 -1.322 0.514  -0.101
C: -2.360 -0.720 0.722  -0.045
C: -2.395 0.772 0.938  -0.232
O: -1.749 1.389 1.756  0.171
C: -3.398 1.496 0.031  -0.039
C: -3.133 2.691 -0.569  0.049
C: -4.092 3.262 -1.401  -0.072
C: -5.292 2.659 -1.651  -0.282
C: -5.587 1.397 -1.012  -0.132
C: -4.626 0.879 -0.198  -0.089
C: -4.826 -0.466 0.513  -0.259
O: -5.886 -0.756 1.023  0.178
H: 0.808 2.479 2.020  0.051
H: 1.525 3.660 3.174  0.074
H: 2.308 2.139 2.903  0.070
H: 3.658 3.675 1.629  0.114
H: 2.248 4.535 1.096  0.101
H: 1.531 2.793 -0.384  0.091
H: 3.229 3.256 -0.771  0.107
H: 2.271 0.692 -0.527  0.082
H: 2.845 0.970 1.099  0.089
H: 4.947 1.962 -0.482  0.107
H: 4.999 0.552 0.553  0.106
H: 5.714 -0.178 -1.644  0.111
H: 4.485 0.784 -2.418  0.108
H: 4.191 -1.777 -2.379  0.107
H: 2.800 -0.748 -2.178  0.090
H: 3.957 -2.842 -0.467  0.108
H: 3.886 -1.404 0.524  0.099
H: 1.802 -3.280 -0.218  0.102
H: 1.337 -1.793 -1.013  0.096
H: 0.973 -2.513 1.735  0.110
H: 2.081 -1.133 1.756  0.103
H: 0.043 -0.105 1.788  0.114
H: 0.291 -0.056 0.048  0.117
H: -0.391 -3.403 0.407  0.106
H: -1.447 -5.768 -1.838  0.050
H: -4.655 -3.145 0.137  0.128
H: -2.178 3.183 -0.410  0.153
H: -3.885 4.206 -1.900  0.139
H: -6.056 3.082 -2.326  0.119
H: -6.505 0.818 -1.145  0.140
Sr: -4.926 1.136 -3.644  1.864

Values from the calculation:
Gap between HOMO and LUMO, eV: 3.708
Total charge: +2
HOMO, Eh: -0.4786
Strongest force on any atom, Eh/bohr: 0.045